#P
2 unconnected molecules or ions with the total composition C10H16, computed with wB97M-V/def2-TZVPD.

⟨S²⟩: 0.767
E_HOMO (spin up / spin down) (eV): -14.229 / -14.233
LUMO level (spin up / spin down) (eV): -4.11 / -8.10
Kohn-Sham gap (spin up / spin down) (Ha): 0.372 / 0.225

Geometry as ORCA input:
```
! RIJCOSX wB97M-V def2-TZVPD def2/J DEFGRID3
* xyz 1 2
C -1.219 -0.968 -1.536
C -2.518 -0.784 -2.337
C -1.196 -0.247 -0.223
C -1.571 1.114 -0.278
C -0.866 -0.873 1.052
C -1.762 1.863 0.884
C -0.729 -0.031 2.123
C -1.309 1.246 2.023
H -0.892 -1.996 -1.598
H -0.452 -0.337 -2.032
H -2.378 -1.183 -3.337
H -1.788 1.596 -1.228
H -0.383 -1.831 0.917
H -2.488 2.664 0.881
H -0.337 -0.434 3.040
H -1.433 1.777 2.972
H -2.943 0.203 -2.403
H -3.335 -1.317 -1.828
C 3.235 0.188 -0.324
C 3.737 -0.362 0.997
H 3.473 -0.316 -1.251
H 2.128 0.100 -0.250
H 3.309 1.269 -0.412
H 3.294 -1.265 1.404
H 4.827 -0.455 0.939
H 3.596 0.378 1.805
*
```

Löwdin atomic charge list, values in e, 4 entries: atom 1 (C): -0.16, atom 2 (C): -0.06, atom 3 (C): -0.12, atom 4 (C): 0.03

=====

#Q
2 unconnected molecules or ions with the total composition C10H16, computed with wB97M-V/def2-TZVPD.

⟨S²⟩: 0.771
E_HOMO (spin up / spin down) (eV): -13.393 / -13.393
LUMO level (spin up / spin down) (eV): -4.61 / -8.50
Kohn-Sham gap (spin up / spin down) (Ha): 0.323 / 0.180

Geometry as ORCA input:
```
! RIJCOSX wB97M-V def2-TZVPD def2/J DEFGRID3
* xyz 1 2
C -1.049 -3.308 -0.121
C -0.068 -3.242 -1.315
C -1.668 -1.905 0.105
H -1.811 -4.112 -0.479
H -0.524 -3.336 0.878
H -0.075 -2.444 -2.001
H -0.343 -4.115 -1.875
H -2.731 -2.088 0.457
H -1.145 -1.317 0.842
H 0.931 -3.308 -1.079
H -1.711 -1.353 -0.772
C 2.466 0.817 0.754
C 0.489 2.258 1.567
C 1.222 1.590 0.515
C -0.588 3.126 1.209
C -1.126 3.063 -0.049
C 0.846 1.769 -0.809
C -0.342 2.521 -1.071
H 0.922 2.310 2.516
H -1.088 3.770 2.018
H 2.259 -0.133 1.317
H 3.226 1.345 1.429
H -2.043 3.593 -0.375
H 1.340 1.263 -1.584
H -0.602 2.702 -2.090
H 3.213 0.535 0.013
*
```

Löwdin atomic charge list, values in e, 4 entries: atom 1 (C): -0.27, atom 2 (C): -0.12, atom 3 (C): -0.15, atom 4 (H): 0.13

=====

Least stable structure: #Q

=====

#P
C4H2N2S2 in the gas phase, computed with wB97M-V/def2-TZVPD.

E_HOMO (eV): -8.385
LUMO level (eV): -0.81
Kohn-Sham gap (Ha): 0.278

Geometry as ORCA input:
```
! RIJCOSX wB97M-V def2-TZVPD def2/J DEFGRID3
* xyz 0 1
C -0.424 -0.920 0.434
C 0.926 0.894 -0.166
C 0.999 1.946 -1.061
C -0.436 0.301 -0.537
H 1.699 2.795 -1.206
H -0.262 2.540 -2.433
N -0.145 1.910 -1.687
N -1.126 1.053 -1.375
S -1.296 -2.043 1.086
S 1.362 -0.419 0.980
*
```

Löwdin atomic charge list, values in e, 4 entries: atom 1 (C): -0.98, atom 2 (C): -0.44, atom 3 (C): -0.11, atom 4 (C): -0.34

=====

#Q
A molecular structure, C4H2N2S2, computed with wB97M-V/def2-TZVPD.

E_HOMO (eV): -8.942
LUMO level (eV): -0.76
Kohn-Sham gap (Ha): 0.301

Geometry as ORCA input:
```
! RIJCOSX wB97M-V def2-TZVPD def2/J DEFGRID3
* xyz 0 1
C -0.432 -1.969 -0.136
C 0.686 -0.123 -0.572
C 0.734 1.226 -0.460
C -0.334 -0.576 0.229
H 1.403 2.078 -0.740
H -0.381 2.415 1.028
N -0.124 1.450 0.637
N -0.918 0.363 1.023
S -1.352 -3.127 0.411
S 0.719 -1.737 -1.419
*
```

Löwdin atomic charge list, values in e, 4 entries: atom 1 (C): -1.13, atom 2 (C): -0.43, atom 3 (C): -0.05, atom 4 (C): -0.50

=====

Least stable structure: #P

=====

#P
2 unconnected molecules or ions with the total composition C4H9NO4, computed with wB97M-V/def2-TZVPD.

E_HOMO (eV): -9.929
LUMO level (eV): 0.01
Kohn-Sham gap (Ha): 0.365

Geometry as ORCA input:
```
! RIJCOSX wB97M-V def2-TZVPD def2/J DEFGRID3
* xyz 0 1
O -5.024 1.080 1.368
O -2.607 0.494 -1.200
O -3.501 -0.083 2.667
C -4.160 0.170 1.478
C -2.447 -0.295 -0.281
N -1.276 -0.646 0.303
C -3.814 -0.861 0.304
C 0.000 0.000 0.000
H -2.772 -0.761 2.700
H -1.205 -1.537 0.801
H -4.619 -0.690 -0.436
H -3.947 -1.879 0.718
H -0.078 0.617 -0.911
H 0.768 -0.775 -0.164
H 0.323 0.645 0.835
O -1.191 -3.361 0.470
H -1.897 -3.658 -0.148
H -0.415 -3.180 -0.107
*
```

Löwdin atomic charge list, values in e, 4 entries: atom 1 (O): 0.07, atom 2 (O): 0.06, atom 3 (O): 0.06, atom 4 (C): -0.42

=====

#Q
2 unconnected molecules or ions with the total composition C4H9NO4, computed with wB97M-V/def2-TZVPD.

E_HOMO (eV): -9.357
LUMO level (eV): 0.55
Kohn-Sham gap (Ha): 0.364

Geometry as ORCA input:
```
! RIJCOSX wB97M-V def2-TZVPD def2/J DEFGRID3
* xyz 0 1
C -1.939 0.091 0.575
C -1.586 1.296 1.048
C -0.101 -0.628 -1.182
O -0.377 0.274 -2.127
O -0.425 -1.782 -1.243
H 0.039 1.121 -1.901
H -1.805 -0.807 1.159
H -2.545 -0.009 -0.311
H -1.210 1.422 2.057
H 0.366 1.180 0.788
H -1.854 2.201 0.522
C 1.282 -0.207 -0.252
N 1.430 -1.129 0.821
O 2.285 -0.258 -1.187
O 1.150 1.087 0.176
H 3.095 -0.627 -0.808
H 0.600 -1.158 1.406
H 1.594 -2.066 0.460
*
```

Löwdin atomic charge list, values in e, 4 entries: atom 1 (C): -0.05, atom 2 (C): -0.06, atom 3 (C): -0.48, atom 4 (O): 0.12

=====

#R
2 unconnected molecules or ions with the total composition C4H9NO4, computed with wB97M-V/def2-TZVPD.

E_HOMO (eV): -10.289
LUMO level (eV): 0.40
Kohn-Sham gap (Ha): 0.393

Geometry as ORCA input:
```
! RIJCOSX wB97M-V def2-TZVPD def2/J DEFGRID3
* xyz 0 1
O -1.737 1.316 -1.234
C -0.788 1.623 -0.556
N 0.191 0.737 -0.154
C 0.219 -0.599 -0.765
C -0.855 -1.503 -0.111
O -0.809 -1.414 1.328
C 1.602 -1.183 -0.562
O 2.171 -1.718 -1.474
H -0.697 2.625 -0.125
H 1.115 1.163 -0.090
H -0.053 -0.549 -1.813
H -0.551 -2.540 -0.262
H -1.846 -1.192 -0.436
H -1.061 -0.521 1.591
H 2.018 -0.998 0.444
H -0.112 1.537 1.833
H -0.561 2.298 3.092
O 0.213 2.134 2.535
*
```

Löwdin atomic charge list, values in e, 4 entries: atom 1 (O): 0.06, atom 2 (C): -0.33, atom 3 (N): 0.03, atom 4 (C): -0.26

=====

#S
C4H9NO4 in the gas phase, computed with wB97M-V/def2-TZVPD.

E_HOMO (eV): -9.276
LUMO level (eV): 0.50
Kohn-Sham gap (Ha): 0.359

Geometry as ORCA input:
```
! RIJCOSX wB97M-V def2-TZVPD def2/J DEFGRID3
* xyz 0 1
C 0.736 -0.040 -0.602
C -0.304 1.086 -0.330
C 1.528 -0.060 0.746
C -1.731 0.560 -0.050
N 0.921 0.901 1.652
O 0.109 1.813 0.821
O 0.238 -1.279 -0.931
O 2.750 0.514 0.524
O -2.430 -0.162 -1.041
H 1.498 0.357 -1.326
H -0.262 1.686 -1.234
H 1.402 -1.154 1.186
H -2.292 1.581 0.118
H -1.745 0.137 0.935
H 0.271 0.583 2.450
H -0.024 -1.277 -1.838
H 3.077 0.787 1.361
H -1.861 -1.002 -1.201
*
```

Löwdin atomic charge list, values in e, 4 entries: atom 1 (C): -0.27, atom 2 (C): -0.27, atom 3 (C): -0.37, atom 4 (C): -0.22

=====

Least stable structure: #S

=====

#P
12 unconnected molecules or ions with the total composition C10H44N20O12, computed with wB97M-V/def2-TZVPD.

E_HOMO (eV): -9.764
LUMO level (eV): 0.35
Kohn-Sham gap (Ha): 0.372

Geometry as ORCA input:
```
! RIJCOSX wB97M-V def2-TZVPD def2/J DEFGRID3
* xyz 0 1
C -12.997 4.203 -2.910
O -13.944 4.896 -3.397
N -12.063 3.676 -3.653
N -12.847 3.950 -1.549
H -11.470 2.965 -3.266
H -12.283 3.735 -4.648
H -11.906 3.921 -1.119
H -13.498 4.423 -0.871
C -19.614 11.085 -4.422
O -20.780 10.766 -4.362
N -18.933 11.037 -5.587
N -18.913 11.374 -3.285
H -19.536 10.915 -6.416
H -17.965 10.740 -5.643
H -19.412 11.575 -2.452
H -18.126 12.017 -3.363
C -14.997 13.017 -6.147
O -14.509 14.145 -5.910
N -14.551 11.849 -5.710
N -16.054 12.931 -7.024
H -13.871 11.887 -5.062
H -14.969 10.952 -5.759
H -16.514 12.048 -7.039
H -16.560 13.840 -7.049
C -21.708 8.156 -6.355
O -21.788 7.336 -7.216
N -22.466 9.295 -6.329
N -20.744 8.039 -5.387
H -23.193 9.528 -7.007
H -22.208 9.990 -5.659
H -20.911 8.659 -4.605
H -20.346 7.080 -5.240
C -13.712 4.567 -6.942
O -13.037 3.745 -6.285
N -13.070 5.551 -7.677
N -14.987 4.702 -6.914
H -12.218 5.066 -7.974
H -13.477 5.694 -8.606
H -15.523 5.514 -7.313
H -15.477 4.101 -6.266
C -19.090 7.766 -1.493
O -19.260 6.627 -1.007
N -17.919 8.474 -1.380
N -20.178 8.405 -2.012
H -17.169 7.907 -1.033
H -17.661 9.046 -2.178
H -20.041 9.261 -2.595
H -21.143 8.074 -1.826
C -17.888 7.300 -7.788
O -16.683 6.972 -7.687
N -18.895 6.409 -7.770
N -18.267 8.579 -7.896
H -18.562 5.616 -7.245
H -19.836 6.640 -7.678
H -19.151 8.723 -8.393
H -17.576 9.238 -8.303
C -14.989 10.151 -8.463
O -16.139 10.369 -8.585
N -14.474 8.987 -7.986
N -14.124 11.177 -8.846
H -15.242 8.270 -7.987
H -13.535 8.700 -8.084
H -13.184 11.095 -8.512
H -14.411 12.148 -8.783
C -18.625 4.626 -4.735
O -18.150 4.439 -5.836
N -19.406 3.694 -4.126
N -18.610 5.856 -4.176
H -19.441 3.604 -3.134
H -19.195 2.814 -4.471
H -18.551 5.859 -3.175
H -17.833 6.336 -4.600
C -15.286 8.248 -4.313
O -15.949 9.339 -4.395
N -14.446 8.048 -3.225
N -15.552 7.180 -5.125
H -14.265 8.854 -2.706
H -14.068 7.198 -2.782
H -16.066 7.301 -5.984
H -15.082 6.282 -5.030
O -12.642 13.519 -3.736
H -12.348 14.214 -3.154
H -13.136 13.980 -4.422
O -19.203 11.268 -0.340
H -18.805 10.400 -0.325
H -19.327 11.457 0.607
*
```

Löwdin atomic charge list, values in e, 4 entries: atom 1 (C): -0.66, atom 2 (O): -0.04, atom 3 (N): 0.17, atom 4 (N): 0.11

=====

#Q
12 unconnected molecules or ions with the total composition C10H44N20O12, computed with wB97M-V/def2-TZVPD.

E_HOMO (eV): -9.673
LUMO level (eV): -0.08
Kohn-Sham gap (Ha): 0.352

Geometry as ORCA input:
```
! RIJCOSX wB97M-V def2-TZVPD def2/J DEFGRID3
* xyz 0 1
O 11.206 9.431 14.104
H 11.863 9.681 13.404
H 10.456 9.987 13.831
O 5.275 8.707 12.136
H 5.923 9.408 11.994
H 5.799 7.972 12.463
C 9.302 12.054 8.270
O 10.390 12.563 8.389
N 8.693 11.854 7.096
N 8.544 11.534 9.214
H 7.872 11.279 7.040
H 9.217 11.978 6.248
H 8.726 11.828 10.163
H 7.685 11.057 9.022
C 15.711 10.250 15.862
O 16.405 9.854 14.917
N 14.498 9.771 16.051
N 15.952 11.374 16.594
H 13.867 10.044 16.772
H 14.249 9.052 15.410
H 16.928 11.590 16.650
H 15.500 11.452 17.511
C 13.863 6.397 12.899
O 14.422 6.026 13.906
N 12.604 6.134 12.582
N 14.448 7.137 11.971
H 12.300 6.176 11.644
H 12.155 5.558 13.270
H 13.996 7.653 11.187
H 15.380 7.422 12.239
C 7.729 11.461 13.074
O 7.770 10.917 12.029
N 8.038 10.805 14.193
N 7.412 12.759 13.249
H 7.996 9.847 13.857
H 7.501 10.976 15.036
H 7.512 13.267 12.388
H 7.738 13.273 14.045
C 11.628 13.224 15.190
O 11.612 13.834 14.144
N 10.551 13.068 15.901
N 12.685 12.679 15.697
H 9.796 12.708 15.322
H 10.658 12.505 16.724
H 12.667 12.017 16.443
H 13.585 12.791 15.241
C 9.644 14.761 10.990
O 9.005 15.432 11.761
N 10.268 13.579 11.298
N 9.774 15.175 9.723
H 10.751 13.711 12.177
H 10.795 13.181 10.518
H 8.996 15.764 9.466
H 10.181 14.537 9.049
C 13.918 11.569 12.347
O 13.087 10.746 12.799
N 13.937 12.791 12.583
N 14.882 11.031 11.696
H 13.193 13.216 13.181
H 14.596 13.459 12.252
H 15.795 11.396 11.871
H 14.813 10.032 11.798
C 11.990 8.222 17.541
O 12.275 8.068 18.714
N 11.257 9.237 17.063
N 12.362 7.431 16.605
H 11.434 10.064 17.608
H 11.417 9.417 16.073
H 12.717 6.530 16.875
H 12.090 7.615 15.655
C 8.242 6.930 13.391
O 7.217 6.463 12.981
N 9.438 7.050 12.798
N 8.291 7.448 14.596
H 9.626 6.334 12.119
H 10.242 7.460 13.261
H 9.109 7.971 14.856
H 7.391 7.749 14.961
C 12.410 9.583 9.456
O 13.282 8.816 9.859
N 11.402 9.977 10.221
N 12.175 10.003 8.266
H 10.785 10.722 9.908
H 11.720 10.149 11.158
H 12.925 9.881 7.623
H 11.476 10.712 8.068
*
```

Löwdin atomic charge list, values in e, 4 entries: atom 1 (O): -0.09, atom 2 (H): 0.02, atom 3 (H): 0.03, atom 4 (O): -0.06

=====

Least stable structure: #Q

=====

#P
A molecular structure, C3H3O9Rb, computed with wB97M-V/def2-TZVPD.

E_HOMO (eV): -1.552
LUMO level (eV): 4.04
Kohn-Sham gap (Ha): 0.205

Geometry as ORCA input:
```
! RIJCOSX wB97M-V def2-TZVPD def2/J DEFGRID3
* xyz -2 1
Rb -12.668 -5.116 -7.143
O -16.836 -3.555 -6.983
C -16.269 -3.618 -8.153
O -16.644 -2.934 -9.064
O -15.285 -4.378 -8.235
H -16.463 -4.244 -6.429
O -16.162 -7.062 -4.996
C -15.908 -5.848 -4.768
O -16.822 -5.189 -4.347
O -14.750 -5.423 -5.021
H -17.115 -6.966 -4.935
O -11.543 -9.164 -4.549
C -11.125 -8.510 -5.631
O -10.436 -9.163 -6.473
O -11.431 -7.330 -5.757
H -11.567 -9.981 -5.052
*
```

Löwdin atomic charge list, values in e, 4 entries: atom 1 (Rb): 0.98, atom 2 (O): 0.09, atom 3 (C): -0.99, atom 4 (O): -0.03

=====

#Q
A molecular structure, C3H3O9Rb, computed with wB97M-V/def2-TZVPD.

E_HOMO (eV): -2.596
LUMO level (eV): 2.26
Kohn-Sham gap (Ha): 0.178

Geometry as ORCA input:
```
! RIJCOSX wB97M-V def2-TZVPD def2/J DEFGRID3
* xyz -2 1
Rb -1.913 -0.630 0.495
O -6.732 4.605 -0.989
C -6.617 3.286 -1.435
O -5.676 2.697 -0.967
O -7.394 2.762 -2.183
H -6.001 4.875 -0.429
O 3.782 -3.291 -1.725
C 2.784 -3.808 -2.412
O 1.719 -3.338 -2.076
O 2.912 -4.770 -3.167
H 3.145 -2.730 -1.277
O 4.809 0.457 2.732
C 3.690 0.119 3.181
O 2.636 0.605 2.756
O 3.823 -0.668 4.074
H 5.033 -0.171 3.423
*
```

Löwdin atomic charge list, values in e, 4 entries: atom 1 (Rb): 0.94, atom 2 (O): 0.00, atom 3 (C): -0.96, atom 4 (O): -0.07

=====

Least stable structure: #Q

=====

#P
2 unconnected molecules or ions with the total composition C3H3N3OS, computed with wB97M-V/def2-TZVPD.

E_HOMO (spin up / spin down) (eV): -7.749 / -7.706
LUMO level (spin up / spin down) (eV): -0.56 / -0.60
Kohn-Sham gap (spin up / spin down) (Ha): 0.264 / 0.261

Geometry as ORCA input:
```
! RIJCOSX wB97M-V def2-TZVPD def2/J DEFGRID3
* xyz 0 1
C -1.358 -1.530 -0.264
C 3.364 -0.344 0.531
C -1.390 -0.075 -0.229
N -1.164 -2.613 -0.653
N 2.276 0.027 0.499
N -2.583 0.524 -0.016
O -0.312 0.719 -0.346
S -4.025 -0.103 0.453
H 4.394 -0.516 0.821
H -2.658 1.555 0.008
H 0.464 0.160 -0.443
*
```

Löwdin atomic charge list, values in e, 4 entries: atom 1 (C): -0.15, atom 2 (C): -0.02, atom 3 (C): -0.39, atom 4 (N): 0.19

=====

#Q
C3H3N3OS in the gas phase, computed with wB97M-V/def2-TZVPD.

E_HOMO (eV): -9.912
LUMO level (eV): -1.30
Kohn-Sham gap (Ha): 0.316

Geometry as ORCA input:
```
! RIJCOSX wB97M-V def2-TZVPD def2/J DEFGRID3
* xyz 0 1
C -1.136 1.305 0.247
C 0.967 -1.486 -0.119
C 1.451 -1.953 -1.396
H -1.705 3.115 0.535
H -1.583 1.133 -0.718
H 0.428 0.497 1.232
N -1.237 2.336 0.983
N -0.385 0.206 0.728
N 1.799 -2.346 -2.434
O -0.009 -0.627 -0.338
S 1.411 -2.180 1.279
*
```

Löwdin atomic charge list, values in e, 4 entries: atom 1 (C): -0.25, atom 2 (C): -0.86, atom 3 (C): -0.21, atom 4 (H): 0.05

=====

#R
A molecular structure, C3H3N3OS, computed with wB97M-V/def2-TZVPD.

E_HOMO (eV): -9.736
LUMO level (eV): -1.01
Kohn-Sham gap (Ha): 0.321

Geometry as ORCA input:
```
! RIJCOSX wB97M-V def2-TZVPD def2/J DEFGRID3
* xyz 0 1
C -0.750 -0.542 -0.149
C 1.551 -1.138 -0.080
C 0.851 1.096 -0.158
H -2.990 0.105 0.761
H 0.949 2.139 -0.379
H -1.093 1.762 0.699
N 0.140 -1.499 -0.344
N 1.783 0.252 -0.327
N -0.484 0.847 -0.015
O 2.506 -1.914 0.145
S -2.462 -1.108 -0.153
*
```

Löwdin atomic charge list, values in e, 4 entries: atom 1 (C): -0.74, atom 2 (C): -0.44, atom 3 (C): -0.25, atom 4 (H): -0.01

=====

Least stable structure: #Q